178
Properties=species:S:1:pos:R:3:forces:R:3:mulliken_charge:R:1 method="wB97M-V/def2-TZVPD" homo_ev=-7.8 e_tot_ev=-86822.614 lumo_energy_ha=0.0141 orbital_gap_ev=8.15 smiles="CC1(C)CCCC(C)(C)N1O.CC1(C)CCCC(C)(C)N1O.CC1(C)CCCC(C)(C)N1O.CC1(C)CCCC(C)(C)N1O.COC[C@H](C)N.COC[C@H](C)N.NC(N)=O.NC(N)=O.NC(N)=O"
C -0.3706 3.5857 -4.4618 1.1099 -1.2354 0.5226 -1.438
C -1.4658 2.5760 -4.7770 -1.4160 0.5962 0.5133 1.180
C -2.7875 3.2233 -4.3617 -0.0361 0.2590 1.6025 -1.993
C -1.6033 2.3436 -6.2310 2.1715 -1.1735 -2.9301 -1.041
C -0.3978 1.4712 -6.7041 -0.5458 -1.1476 -0.0724 -0.850
C -0.6098 0.0886 -6.1175 0.8745 0.3956 2.0412 -1.375
C -0.5484 0.1822 -4.5472 -1.2882 -2.2626 0.5492 1.859
C -1.1756 -1.1940 -4.1021 -0.4416 0.8313 0.8275 -1.713
C 0.8346 0.1207 -3.9392 1.4303 1.5359 -1.1959 -1.657
N -1.3677 1.3083 -4.0660 0.2768 -1.2486 -3.3807 0.184
O -1.5585 1.3434 -2.7181 -0.0231 0.2332 1.2019 0.950
H -0.6364 3.9394 -3.4656 0.2964 1.0822 -0.3238 0.267
H 0.5786 3.0747 -4.3002 0.0518 -0.3127 0.0689 0.318
H -0.1042 4.2375 -5.2938 -0.7376 0.7378 0.4472 0.305
H -2.7301 3.3605 -3.2819 0.0448 0.4085 0.2228 0.325
H -2.9023 4.2212 -4.7850 -0.1643 -0.1767 -0.2521 0.423
H -3.6801 2.6025 -4.4389 0.0419 -0.1039 -0.8272 0.309
H -2.5140 1.8516 -6.5726 -0.1932 -0.0420 0.4522 0.403
H -1.4894 3.2392 -6.8418 -0.4323 0.5331 0.5309 0.382
H -0.2656 1.2816 -7.7693 -0.3494 0.8186 -0.2906 0.477
H 0.5411 1.8793 -6.3299 0.0557 0.1002 -0.0234 0.340
H 0.1450 -0.6559 -6.3707 0.2383 0.1863 -0.2662 0.522
H -1.5600 -0.3740 -6.3844 -0.2167 0.3762 -0.1324 0.406
H -2.2472 -1.2276 -4.2987 -0.0727 -0.0607 -0.2181 0.329
H -1.0477 -1.3061 -3.0255 -0.0986 -0.0415 0.1319 -0.191
H -0.6888 -2.0758 -4.5187 0.1321 0.2599 -0.4107 0.521
H 0.9990 0.0174 -2.8666 -0.7175 -0.3510 0.0328 -0.077
H 1.3088 1.0777 -4.1568 0.3865 0.1441 -0.0322 0.417
H 1.4395 -0.5997 -4.4899 0.0187 -0.2902 0.2688 0.466
H -2.4947 1.1311 -2.7160 0.0374 0.0080 0.8563 -0.269
C -3.8175 -0.8780 0.4157 -0.5517 1.2434 0.2760 -1.829
C -4.8642 -0.6142 -0.6605 -0.2032 -0.6013 0.1106 2.386
C -5.8976 0.4821 -0.2230 -0.3418 -1.5122 -1.0119 -1.809
C -4.0959 -0.0488 -1.8688 -1.0721 0.5608 -1.0748 -0.071
C -4.8990 -0.1535 -3.1597 0.8985 -3.4969 -1.2468 -0.946
C -5.1525 -1.7455 -3.4094 -1.1455 2.0157 -0.3244 -1.421
C -6.0405 -2.3925 -2.3214 0.4792 -0.2059 -0.0677 1.440
C -7.4608 -1.8603 -2.4115 -0.5773 0.8713 0.1295 -1.664
C -6.0240 -3.9636 -2.5657 0.1303 0.4220 0.1444 -2.053
N -5.4251 -1.9626 -1.0018 0.5433 -0.7488 -2.1290 0.785
O -5.9123 -2.7420 0.0647 0.0069 0.6966 0.0589 -0.581
H -4.2894 -1.0246 1.3872 0.2075 -0.3069 0.0060 0.584
H -3.1105 -1.6633 0.1481 -0.5906 -0.1780 0.0479 -0.380
H -3.2904 0.0759 0.4369 0.4228 -0.0211 0.5067 0.366
H -5.4560 1.2442 0.4191 -0.2207 -0.0558 -0.0773 0.344
H -6.3100 0.8686 -1.1550 0.2957 0.7472 0.0197 0.413
H -6.7976 0.0015 0.1605 0.2804 0.0197 0.9109 0.430
H -3.9424 1.0302 -1.8529 -0.0020 0.3079 1.4101 0.984
H -3.1047 -0.4928 -1.9605 -0.2157 -0.4578 -0.1846 -0.673
H -5.7783 0.4665 -3.3344 -0.3826 -0.2702 0.9596 0.427
H -4.3332 0.1245 -4.0489 0.7154 0.1811 0.1347 0.251
H -4.2548 -2.3329 -3.6022 0.4255 0.3820 0.6184 0.296
H -5.6372 -1.7530 -4.3857 -0.5333 -0.4093 0.0230 0.653
H -7.4501 -0.8607 -1.9769 -0.0315 0.2334 -0.3029 0.377
H -8.2447 -2.3436 -1.8284 0.3605 -0.6332 0.0650 0.350
H -7.8253 -1.7713 -3.4348 0.0588 -0.1394 -0.1065 0.327
H -6.4136 -4.3436 -3.5100 -0.6942 1.0985 -0.4813 0.414
H -6.6385 -4.5167 -1.8554 0.4539 0.1147 0.4514 0.446
H -5.0276 -4.3807 -2.7119 0.4236 0.1547 1.0238 0.327
H -5.2015 -3.3823 0.1442 -0.0541 -0.2932 0.4205 0.370
C 5.5782 -3.3510 1.0264 -2.3837 1.9722 -0.3656 -1.640
C 4.1704 -2.8903 1.7247 1.5510 -0.1304 0.7474 1.391
C 3.9010 -1.3307 1.6005 1.5870 -0.3299 -0.8580 -1.455
C 2.9935 -3.6467 1.0572 0.0958 -2.1071 0.5223 -0.077
C 2.6943 -5.1393 1.5384 -0.1202 1.8019 0.1243 -0.325
C 2.6009 -5.0721 3.0371 0.2914 -0.1518 -0.3479 -1.141
C 3.8976 -4.5149 3.6574 -0.0904 -0.7139 1.1685 1.544
C 3.4463 -4.2907 5.1059 -0.4436 0.4191 1.6178 -1.884
C 5.0045 -5.5915 3.4796 -0.4840 -0.0022 0.0812 -1.932
N 4.2392 -3.1784 3.1761 -2.3019 -0.7441 -0.6027 0.932
O 5.2627 -2.5834 3.9454 0.1796 -0.2564 -1.0233 -0.500
H 6.4219 -2.8687 1.5200 0.0185 -0.5789 0.2550 0.405
H 5.6282 -4.4171 0.8048 0.1940 0.0929 0.5189 0.297
H 5.4739 -2.8359 0.0715 0.3943 -0.1331 -0.4405 0.460
H 3.3244 -0.9893 0.7408 -0.3356 -0.5851 -0.1255 -0.032
H 3.5090 -0.7873 2.4602 -0.1361 -0.6827 0.3264 0.234
H 4.8812 -0.8972 1.4024 0.2103 0.3128 0.1975 0.518
H 2.0937 -3.0549 1.2251 -0.0851 -0.0342 -0.5071 -0.610
H 3.2433 -3.9040 0.0278 -0.1865 1.3532 -0.4395 0.474
H 1.7434 -5.4952 1.1419 -0.1540 0.2917 -0.2923 -0.335
H 3.4325 -5.8240 1.1209 0.2399 -0.0051 0.3892 0.588
H 2.3296 -6.0460 3.4445 0.5046 -0.1882 0.3288 0.634
H 1.7748 -4.4413 3.3654 -0.0671 0.3393 -0.3798 0.134
H 4.0811 -3.7878 5.8354 0.8909 -0.3092 -0.3643 0.486
H 3.0319 -5.1341 5.6584 0.3699 -0.6479 -0.4002 0.402
H 2.5955 -3.6103 5.1396 -0.2182 0.2050 -0.6753 0.197
H 4.6888 -6.5314 3.9324 0.1091 0.1410 0.7695 0.426
H 5.9633 -5.2420 3.8625 -0.0228 -0.1878 -0.0370 0.376
H 5.0887 -5.9443 2.4517 0.2792 0.6816 -0.2520 0.311
H 4.7589 -2.0416 4.5572 0.0369 0.2736 0.0755 0.323
C 2.1607 5.0245 0.9059 0.7700 0.1795 0.2112 -2.058
C 0.6646 5.2510 1.1296 -1.3855 -0.5579 -0.2329 1.834
C 0.1738 6.6103 0.5710 0.1949 0.0768 0.1530 -1.576
C -0.1154 4.1408 0.3599 -1.0238 -1.1786 0.9442 -1.058
C -1.5746 3.8145 0.8505 0.2452 1.2521 0.9276 -0.496
C -1.6229 3.6482 2.3979 0.5676 -0.0804 -0.2520 -1.281
C -0.8859 4.7516 3.1924 0.7664 0.1188 0.3813 1.914
C -1.7664 5.9926 3.2613 -0.1631 -0.7221 -0.0975 -1.796
C -0.6089 4.2202 4.6401 -0.0365 0.3609 -0.2141 -1.460
N 0.4587 5.0677 2.6148 -0.3857 -1.9651 -1.1036 0.847
O 1.1112 6.0610 3.3273 0.1657 0.3225 0.2809 -0.634
H 2.4772 4.9693 -0.1356 -0.3784 0.1553 -0.1548 0.462
H 2.7988 5.7594 1.3967 -0.2807 0.4998 -0.1185 0.465
H 2.5208 4.1112 1.3795 -0.4913 -0.3197 -0.0993 0.200
H -0.8830 6.7647 0.3530 -0.3037 -0.7541 0.4444 0.381
H 0.4164 7.4057 1.2757 0.4082 0.4143 -0.4522 0.270
H 0.5992 6.7564 -0.4218 0.6085 0.3002 0.2577 0.463
H -0.2171 4.3290 -0.7089 0.5253 0.3196 -0.0033 0.283
H 0.4430 3.2125 0.4804 0.1488 -0.1590 -0.1820 -0.033
H -2.2540 4.6230 0.5806 0.1208 0.5760 0.0914 0.470
H -2.0612 3.0094 0.2998 0.6189 -0.5590 0.1790 0.109
H -1.2442 2.6758 2.7126 0.3477 -0.1559 -0.2495 -0.098
H -2.6209 3.6777 2.8353 -0.2963 -0.1257 -0.4654 0.606
H -2.7557 5.6031 3.5013 -0.1306 0.5383 0.4443 0.426
H -1.8654 6.4357 2.2703 0.1542 0.3408 0.2036 0.326
H -1.3716 6.6545 4.0321 -0.3615 0.3254 -0.2214 0.447
H 0.0414 3.3455 4.6349 -0.3894 -0.1378 -0.1204 0.189
H -1.5227 3.9924 5.1889 -0.2143 -0.2005 -0.2807 0.416
H -0.0943 4.9369 5.2802 0.0312 0.3611 -0.3001 0.368
H 0.7397 6.8795 2.9902 -0.0160 0.6629 0.2178 0.319
C -1.0882 -4.0954 2.2780 0.3170 2.6055 -0.4668 -2.138
O -1.8109 -3.7416 1.0461 0.2626 0.0421 1.7530 0.235
C -2.4161 -4.8313 0.4178 1.9037 -0.7464 -0.6560 -0.427
C -1.2132 -5.5629 -0.3812 -2.0542 0.2132 -0.6524 1.322
C -0.5636 -4.6940 -1.4748 -0.3314 0.7255 0.7543 -1.133
N -1.7303 -6.8084 -0.8856 -0.0442 -1.6260 -0.4994 -0.765
H -1.2627 -5.0024 2.8568 -0.6022 -0.1424 -0.6736 0.377
H -1.2875 -3.2103 2.8821 -0.5363 -0.3989 0.8221 0.783
H -0.0198 -3.9258 2.1441 0.2695 -0.8103 -0.5715 0.578
H -2.9077 -5.4499 1.1686 0.3891 -0.6328 -0.0181 0.456
H -3.2565 -4.4915 -0.1876 0.3679 0.2463 -0.6755 -0.430
H -0.4465 -5.8568 0.3356 -0.0273 0.5053 0.2934 -0.390
H -0.3869 -3.7332 -0.9915 0.9307 0.0745 -0.0662 -0.036
H -1.1361 -4.3690 -2.3435 -0.8927 -0.5984 0.0849 0.443
H 0.3078 -5.1793 -1.9145 0.3218 0.1755 0.4722 0.460
H -1.8873 -6.8419 -1.8828 -0.3538 0.6402 -0.1806 0.251
H -1.0394 -7.5395 -0.7946 0.0578 -0.2001 0.4175 0.281
C 6.4884 4.2538 -0.8012 -0.2760 -0.2693 0.1678 -0.665
O 5.6386 4.0849 -1.9288 0.5373 1.3924 -0.1518 -0.450
C 4.6248 3.1708 -1.7358 -1.7473 -0.6535 0.0926 -0.265
C 5.0482 1.7683 -1.9042 -0.4324 -2.6623 0.4176 0.920
C 5.7661 1.4697 -3.1660 1.4075 -0.4626 -1.1326 -1.608
N 3.8952 0.8396 -1.8436 -0.5948 0.1684 -0.0759 -0.363
H 5.8459 4.3806 0.0701 0.1810 -0.4025 0.3957 0.212
H 7.1251 5.1385 -0.8066 -0.3365 0.2467 -0.8595 0.303
H 7.1835 3.4170 -0.7333 -0.1543 -0.2570 0.4114 0.278
H 4.0683 3.2002 -0.7990 0.5431 0.5914 0.8826 -0.001
H 3.7722 3.2965 -2.4032 0.3306 0.6734 -0.8651 0.304
H 5.7785 1.5146 -1.1359 -0.0302 0.0289 0.5706 0.066
H 5.3414 1.8362 -4.1005 -0.0739 0.5930 0.2075 0.293
H 5.8603 0.4028 -3.3681 -0.2620 -0.2623 0.4732 0.434
H 6.8028 1.7694 -3.0126 0.1247 0.5042 -0.6146 0.364
H 4.0729 -0.0868 -1.4828 0.5960 0.0785 -0.0908 0.164
H 3.0461 1.1118 -1.3691 0.0508 0.6272 0.2497 -0.016
N 1.9193 2.4520 3.3161 -1.0406 0.3362 -4.5575 0.301
C 2.3055 1.9782 4.4339 0.3995 0.7544 3.7214 0.193
N 2.6187 2.9958 5.2720 0.5133 0.2598 0.8820 -0.382
O 2.2756 0.8348 4.8148 0.7005 -2.3441 0.1125 -0.827
H 1.8541 1.8271 2.5253 -0.4157 0.2932 -0.2066 0.103
H 1.5004 3.3701 3.3567 -0.0501 0.2147 -1.2930 -0.360
H 2.5741 2.7738 6.2563 0.0501 0.5590 -0.1658 0.240
H 2.4714 3.9087 4.8659 0.2826 0.1929 0.9629 0.233
N -0.7878 -0.7498 -0.2941 -2.5957 -0.7673 -4.1273 1.473
C 0.2432 -0.4752 0.4140 -0.3196 1.1680 -0.0635 0.307
N 0.0277 -1.0475 1.5583 2.2950 -0.9769 5.6779 0.573
O 1.1023 0.3317 0.1662 2.2173 1.3673 -0.3876 -0.576
H -1.4442 -1.3079 0.2330 -0.4758 0.3613 -1.5067 -0.923
H -0.8757 -0.2923 -1.1903 -0.6031 -0.3134 -0.0550 -0.545
H -0.5753 -1.8305 1.7666 0.2652 0.4339 -0.1551 -0.492
H 0.6081 -0.6268 2.2697 -0.0846 -0.8858 0.5817 -0.142
N -0.7782 0.2832 5.0844 -2.6186 5.8543 -1.6184 -0.077
C -0.6805 -0.9427 5.4215 -1.3903 -2.4682 1.7043 0.526
N 0.5967 -1.2370 5.3669 4.1776 -3.6866 1.0741 -0.127
O -1.6178 -1.6405 5.7989 0.3192 -0.2663 0.0177 -0.757
H -0.0286 0.7395 4.5845 -0.2663 0.2694 0.4681 -0.056
H -1.5852 0.7610 5.4591 0.0895 0.2836 -0.7834 0.189
H 1.2889 -0.5040 5.4279 -0.3258 0.3693 -0.4808 0.185
H 0.8740 -1.9101 6.0670 -0.2240 -0.7793 -0.4416 0.274